# 1
{
  "formula": "C2H2FGaO",
  "method": "the ωB97M-V functional and the def2-TZVPD basis",
  "elements": ["F", "Ga", "C", "C", "O", "H", "H"],
  "positions_angstrom": [[1.198614, -2.251467, -0.870503], [-1.058562, 1.428562, 1.556312], [0.846281, -0.995396, -1.139683], [-0.019221, -0.354722, -0.387289], [-0.770388, 0.285608, 0.255554], [1.081760, -0.570678, -2.120939], [-1.278484, 2.458093, 2.706548]],
  "forces_ev_per_angstrom": [[-0.20, 1.51, -0.14], [-0.13, 1.37, 1.56], [-0.66, -1.38, 0.20], [3.27, -2.60, -2.66], [-2.49, 1.34, 1.26], [0.27, 0.09, 0.15], [-0.06, -0.33, -0.37]],
  "mulliken_charge": [-0.0948, 1.1383, -0.1417, 0.8072, -0.1083, 0.3307, 0.0686],
  "max_force_ev_per_a": 4.95,
  "e_homo_ev": -20.30,
  "de_lowest_kcal_mol": 0.0,
  "total_charge": 2,
  "homo_lumo_gap_ev": 8.4
}

***

# 2
{
  "formula": "C2H2FI3O",
  "method": "the ωB97M-V functional and the def2-TZVPD basis",
  "elements": ["I", "F", "C", "O", "C", "I", "H", "I", "H"],
  "positions_angstrom": [[-0.992546, 2.250554, -0.515368], [-1.041996, -0.578688, -1.211219], [-0.392287, 0.317580, -0.488255], [1.175176, 0.415177, -1.300062], [-0.092838, -0.094252, 0.908230], [1.093617, -1.999618, 1.009328], [1.470946, -0.433156, -1.631177], [-1.948459, -0.452086, 1.940056], [0.728388, 0.574489, 1.288466]],
  "forces_ev_per_angstrom": [[-0.63, 1.37, -0.50], [-0.63, 0.20, 0.03], [4.86, -1.58, -2.21], [-3.16, 1.29, 1.99], [1.63, -1.20, 0.49], [-0.58, 0.67, -0.21], [-0.47, -0.79, 0.17], [0.60, 0.41, 0.09], [-1.61, -0.36, 0.16]],
  "mulliken_charge": [0.2848, -0.2040, 0.1894, -0.5043, -0.9269, 0.0870, 0.2788, 0.2443, 0.5509],
  "max_force_ev_per_a": 5.57,
  "e_homo_ev": -9.40,
  "de_lowest_kcal_mol": 40.7,
  "homo_lumo_gap_ev": 8.8
}

***

# 3
{
  "formula": "C2H2FIO",
  "method": "the ωB97M-V functional and the def2-TZVPD basis",
  "elements": ["H", "O", "F", "I", "C", "C", "H"],
  "positions_angstrom": [[0.437594, -0.604029, -1.380575], [1.577119, 0.930908, -0.901268], [-0.419167, 1.185945, 1.172313], [-2.168910, -0.820450, 0.050677], [0.625455, 0.223430, -0.707887], [-0.309100, 0.099446, 0.432888], [0.257006, -1.015249, 1.333853]],
  "forces_ev_per_angstrom": [[-0.17, -0.54, -0.72], [-0.83, 0.55, 0.83], [-0.14, 0.77, 0.51], [-0.36, 0.16, -0.39], [1.12, -1.19, -1.01], [1.49, -3.00, 3.54], [-1.10, 3.26, -2.76]],
  "mulliken_charge": [0.2786, -0.4183, -0.2008, 0.1348, 0.0234, -0.0932, 0.2754],
  "max_force_ev_per_a": 4.88,
  "e_homo_ev": -9.99,
  "de_lowest_kcal_mol": 38.9,
  "homo_lumo_gap_ev": 9.6
}

***

# 4
{
  "formula": "C2H2FIO",
  "method": "the ωB97M-V functional and the def2-TZVPD basis",
  "elements": ["C", "I", "F", "H", "H", "C", "O"],
  "positions_angstrom": [[-1.065862, -0.533158, -0.514910], [0.898411, 2.184929, 0.055159], [1.699929, -0.489628, -0.284476], [0.678684, -0.033849, 1.448956], [-1.064722, -1.011107, -1.399823], [0.735564, 0.139968, 0.392021], [-1.882003, -0.257156, 0.303074]],
  "forces_ev_per_angstrom": [[1.15, 1.70, 1.63], [-0.29, 0.23, -0.07], [-0.22, -0.40, 0.51], [-0.16, -0.78, 0.32], [1.21, -1.68, -2.80], [-0.12, 0.31, -1.71], [-1.56, 0.61, 2.12]],
  "mulliken_charge": [-0.2728, 0.1551, -0.1674, 0.3555, 0.5482, -0.2409, -0.3776],
  "max_force_ev_per_a": 3.48,
  "e_homo_ev": [-6.23, -10.40],
  "multiplicity": 3,
  "s2": 2.015,
  "de_lowest_kcal_mol": 36.3,
  "homo_lumo_gap_ev": [6.4, 8.1]
}

***

# 5
{
  "formula": "C2H2FIS",
  "method": "the ωB97M-V functional and the def2-TZVPD basis",
  "elements": ["F", "C", "C", "I", "H", "H", "S"],
  "positions_angstrom": [[0.531797, 2.491731, 0.752843], [-0.404911, -0.955148, -0.648530], [-0.130098, -0.952051, 0.662857], [0.924354, -0.221224, -2.101844], [-1.543941, -1.196765, -0.782836], [0.285052, 2.015910, -0.008943], [0.337747, -1.182453, 2.126453]],
  "forces_ev_per_angstrom": [[-0.11, -0.17, -0.27], [-2.22, -0.03, 1.99], [0.78, -0.49, -1.67], [-0.60, -0.27, 0.52], [2.36, 0.54, -0.56], [0.12, 0.13, 0.23], [-0.33, 0.29, -0.23]],
  "mulliken_charge": [-0.3777, -0.3628, 0.2275, 0.1290, 0.3160, 0.3608, -0.2928],
  "max_force_ev_per_a": 2.98,
  "e_homo_ev": -8.68,
  "de_lowest_kcal_mol": 22.3,
  "homo_lumo_gap_ev": 7.6
}

***

# 6
{
  "formula": "C2H2FIS",
  "method": "the ωB97M-V functional and the def2-TZVPD basis",
  "elements": ["S", "C", "H", "F", "C", "I", "H"],
  "positions_angstrom": [[-1.174480, -0.699833, 1.242013], [0.385520, -0.163390, -0.687559], [1.922827, -0.152731, 0.871378], [-0.435406, -0.130874, -1.688246], [1.559878, 0.075108, -0.225242], [-4.526905, 0.352155, 1.172056], [2.268569, 0.719564, -0.684402]],
  "forces_ev_per_angstrom": [[1.46, 0.42, -2.03], [-3.80, -1.41, 2.76], [-1.46, 0.19, -2.34], [1.30, 0.43, 0.14], [1.59, 0.32, 2.64], [0.32, -0.08, -0.04], [0.59, 0.13, -1.14]],
  "mulliken_charge": [-0.1953, 0.2736, 0.2318, -0.1217, -0.4218, -0.0483, 0.2816],
  "max_force_ev_per_a": 4.91,
  "e_homo_ev": [-9.44, -9.26],
  "multiplicity": 3,
  "s2": 2.075,
  "de_lowest_kcal_mol": 60.7,
  "homo_lumo_gap_ev": [8.4, 6.7]
}

***

# 7
{
  "formula": "C2H2FInLiO2",
  "method": "the ωB97M-V functional and the def2-TZVPD basis",
  "elements": ["C", "O", "H", "H", "Li", "C", "O", "In", "F"],
  "positions_angstrom": [[-2.357810, 0.760189, -0.425871], [-0.801817, -0.996833, -0.014650], [2.910416, -0.742238, -0.670364], [-3.149159, 0.790510, 0.340601], [0.987182, -1.836759, 0.327265], [-1.126702, 0.142491, -0.108934], [2.066202, -0.457936, -0.314805], [1.735950, 1.245980, 0.305001], [-0.264261, 1.094592, 0.561760]],
  "forces_ev_per_angstrom": [[0.37, -0.06, -0.06], [0.53, 1.30, -0.97], [1.08, -0.18, -0.48], [-0.33, 0.25, -0.31], [-0.42, -1.56, 0.08], [-2.84, -3.11, 0.92], [0.04, -1.78, -0.42], [1.08, 3.12, 0.73], [0.50, 2.02, 0.51]],
  "mulliken_charge": [-0.1018, -0.4155, 0.4278, 0.3896, 0.9401, 0.8108, -0.5694, 1.6828, -0.1645],
  "max_force_ev_per_a": 4.31,
  "e_homo_ev": [-24.54, -23.62],
  "total_charge": 3,
  "homo_lumo_gap_ev": [5.5, 4.4]
}

***

# 8
{
  "formula": "C2H2FKNaO",
  "method": "the ωB97M-V functional and the def2-TZVPD basis",
  "elements": ["K", "C", "O", "H", "F", "C", "H", "Na"],
  "positions_angstrom": [[-1.735875, -1.419716, -0.659891], [0.880435, 0.544485, 0.260397], [0.565685, -0.778451, 0.137612], [0.045077, 2.445361, -0.359595], [-1.404901, 0.939044, -0.153122], [-0.082661, 1.433925, 0.014232], [0.950949, -0.477207, 1.280654], [2.894217, -0.224019, -1.277742]],
  "forces_ev_per_angstrom": [[-0.44, -0.34, -0.05], [1.22, 3.12, -1.30], [0.29, -2.24, 3.64], [-0.36, -0.03, 0.76], [0.09, 0.54, -0.30], [0.31, -0.18, -0.46], [-0.66, -1.20, -2.88], [-0.45, 0.33, 0.60]],
  "mulliken_charge": [1.0061, -0.6936, -0.4935, 0.3492, -0.3350, -0.2014, 0.4719, 0.8964],
  "max_force_ev_per_a": 4.28,
  "e_homo_ev": -11.09,
  "de_lowest_kcal_mol": 52.9,
  "total_charge": 1,
  "homo_lumo_gap_ev": 7.0
}